Here is 4 unconnected molecules or ions with the total composition C4H14O3 at a distorted geometry from the OMol25 dataset. Energies are from ωB97M-V/def2-TZVPD.

Bonds (Å) are listed after each position.
Cartesian coordinates (Å):
1 C -1.3563 -3.1468 -3.2260  C2 1.499, H5 1.069, H6 1.108, H7 1.130
2 C -1.6249 -2.3289 -1.9990  C1 1.499, C3 1.334, H8 1.125
3 C -2.6669 -2.5112 -1.1871  C2 1.334, C4 1.490, H9 1.091
4 C -2.9575 -1.6175 -0.0311  C3 1.490, H10 1.101, H11 1.095, H12 1.090
5 H -2.2869 -3.3740 -3.7010  C1 1.069
6 H -0.7664 -2.6259 -4.0055  C1 1.108
7 H -0.8527 -4.0474 -2.7644  C1 1.130
8 H -0.8444 -1.5202 -1.9424  C2 1.125
9 H -3.4351 -3.2672 -1.3544  C3 1.091
10 H -3.1295 -2.2530 0.8518  C4 1.101
11 H -2.0591 -1.0319 0.1915  C4 1.095
12 H -3.7537 -0.8877 -0.1741  C4 1.090
13 H 2.8118 4.8279 2.4675  O15 0.965
14 H 2.0378 3.7040 1.8935  O15 0.976
15 O 2.3955 4.0045 2.7508  H13 0.965, H14 0.976
16 H 5.8313 1.7146 4.2155  O18 0.971
17 H 4.3071 1.6378 4.1678  O18 0.968
18 O 5.0829 1.7298 3.5965  H16 0.971, H17 0.968
19 H 1.4451 2.9012 0.0247  O21 0.957
20 H 0.8298 4.4298 -0.1609  O21 0.956
21 O 0.9917 3.6621 0.3861  H19 0.957, H20 0.956

## Properties
SMILES: C/C=C/C.O.O.O
charge: 0
maximum force: 0.0307 Eh/bohr
frontier orbital gap: 9.63 eV
HOMO level: -0.334 Eh